Below is a molecular structure, C10H14BrN3O3PtSe4 in a non-equilibrium geometry, with properties calculated with ωB97M-V/def2-TZVPD.

```
36
Properties=species:S:1:pos:R:3:forces:R:3
Pt 0.055 -0.119 0.014 -0.43 0.19 -0.35
Se 2.590 0.055 -0.231 -0.34 0.12 0.18
Se 3.724 -0.415 1.799 0.07 -0.07 0.09
Se 2.189 -0.789 3.699 0.05 -0.06 -0.18
Se 0.016 -0.603 2.946 -0.06 0.03 0.51
Br -2.207 -0.887 -4.605 0.01 0.07 0.03
C -2.095 0.876 -3.845 -0.01 -0.23 -0.05
C -2.655 1.921 -4.549 0.04 0.06 0.09
N -2.616 3.171 -4.090 -0.02 -0.02 -0.04
C -2.009 3.367 -2.915 0.03 -0.04 0.05
C -1.423 2.364 -2.145 -0.04 -0.11 -0.09
C -1.475 1.059 -2.627 0.17 0.30 -0.01
C -0.763 2.771 -0.824 -0.03 0.25 0.15
O -0.807 3.983 -0.573 0.01 -0.12 -0.03
O -0.207 1.922 -0.060 0.02 -0.22 -0.08
H -3.142 1.748 -5.503 -0.01 0.02 -0.01
H -1.971 4.380 -2.536 -0.01 0.01 -0.02
H -1.058 0.261 -2.019 -0.21 -0.13 -0.14
N 0.007 -4.965 0.436 0.14 -0.20 0.04
C -1.048 -4.215 -0.403 -0.06 0.32 0.07
C -1.097 -2.791 0.037 0.26 -1.12 0.13
N 0.232 -2.201 -0.034 0.33 0.56 -0.06
C 1.235 -2.862 0.793 -0.09 0.01 -0.09
C 1.371 -4.313 0.380 -0.17 0.00 0.06
H 0.073 -5.944 0.159 -0.01 -0.04 0.06
H -0.307 -4.923 1.407 -0.03 0.05 -0.01
H -1.990 -4.740 -0.233 0.02 -0.02 -0.02
H -0.738 -4.334 -1.444 0.08 -0.04 0.02
H -1.442 -2.706 1.073 0.07 -0.04 0.05
H -1.760 -1.968 -0.484 -0.39 1.06 -0.06
H 0.585 -2.052 -0.984 -0.12 -0.46 -0.16
H 0.931 -2.754 1.840 -0.04 -0.03 -0.01
H 2.188 -2.348 0.684 0.10 -0.04 -0.02
H 2.017 -4.869 1.059 0.06 0.03 -0.03
H 1.727 -4.426 -0.646 -0.03 0.02 -0.01
O -1.893 -0.500 -0.371 0.64 -0.10 -0.06
```
Positions in Å, forces in eV/Å.

Calculated values
Total charge: -2
DFT total energy: -13078.43105 Eh
Largest force on an atom: 1.16 eV/A
Spin multiplicity: 1
Frontier orbital gap: 3.34 eV
HOMO level: -0.1 eV

Results of the Löwdin charge analysis, in e, for atoms 1 through 6:
1 Pt 0.6461
2 Se -0.0937
3 Se -0.2457
4 Se -0.2867
5 Se -0.1451
6 Br 0.6223